The following is a DFT calculation (the ωB97M-V functional and the def2-TZVPD basis) of 2 unconnected molecules or ions with the total composition C7H15ClN2O2.

Properties
Energy above the lowest of the compared OMol25 structures with the same formula, charge and spin ... 3.225 eV
HOMO (spin up / spin down) ... -14.79 / -14.79 eV

```
! RIJCOSX wB97M-V def2-TZVPD def2/J DEFGRID3
* xyz 2 1
C -1.4497 0.2217 0.1701
C 0.2476 1.6328 2.2959
C -0.2610 0.0113 -0.3742
C 0.8669 0.4314 0.3809
C -0.5837 -2.8697 -1.0723
C -2.8410 -0.1858 -0.0809
C -0.0432 -0.4804 -1.8907
N 0.9726 2.8687 2.5390
N 2.0660 -0.0395 0.2491
O 1.2980 -0.5240 -2.2381
O -0.7124 -1.8758 -2.1926
Cl -3.2588 -0.4599 -1.8117
H -1.4326 0.6638 1.0900
H 0.5198 0.8972 3.0275
H 0.4023 -3.3027 -1.2084
H -1.4042 -3.5445 -1.2514
H -0.4972 -2.4280 -0.0669
H -3.0521 -1.1452 0.5420
H -3.5089 0.5359 0.2773
H -0.7961 0.1785 -2.4532
H 0.6327 3.5871 1.8423
H 1.9978 2.8642 2.3469
H 0.9349 3.1542 3.5180
H 2.8436 0.1575 0.9365
H 2.0008 -0.6394 -0.6143
H -1.6969 -1.6008 -2.1445
H 1.5748 -0.5773 -3.2115
*
```

These are the Mulliken partial charges, in e, on atoms 1 to 8: atom 1 (C): -0.60, atom 2 (C): -0.66, atom 3 (C): 0.82, atom 4 (C): -0.20, atom 5 (C): -0.60, atom 6 (C): -0.72, atom 7 (C): -0.06, atom 8 (N): -0.30

---

The following is a DFT calculation (the ωB97M-V functional and the def2-TZVPD basis) of 2 unconnected molecules or ions with the total composition C7H15ClN3O2P.

Properties
Energy above the lowest of the compared OMol25 structures with the same formula, charge and spin ... 0.328 eV
HOMO (spin up / spin down) ... -9.32 / -9.26 eV

```
! RIJCOSX wB97M-V def2-TZVPD def2/J DEFGRID3
* xyz 0 1
C 1.8782 -0.8811 -1.6236
C 0.9297 0.3006 -1.3857
C 0.5871 3.4211 0.4399
C -0.1115 2.7525 1.5553
C 1.4126 -2.0632 -0.7858
C -2.0385 -0.6311 0.4336
C -2.4052 -1.9492 -0.2801
N -0.2688 2.3036 0.2103
N 1.0250 0.6672 -0.0114
N -0.9328 -0.7929 1.3364
O 1.2576 -0.1218 2.5032
O 1.4234 -1.7543 0.5935
P 0.7028 -0.4303 1.1914
Cl -2.1092 -1.8729 -2.0373
H 1.8737 -1.1407 -2.6826
H 2.8892 -0.5997 -1.3213
H 1.2470 1.1601 -1.9847
H -0.0777 0.0084 -1.7019
H 0.2097 4.3525 0.0323
H 1.6545 3.2860 0.3431
H 0.4679 2.1413 2.2331
H -1.0022 3.1870 1.9923
H 0.4089 -2.3656 -1.1058
H 2.0930 -2.9137 -0.8987
H -2.9094 -0.2866 0.9993
H -1.7971 0.1455 -0.2961
H -3.4609 -2.1929 -0.1624
H -1.7966 -2.7656 0.1090
H -1.1504 -0.9643 2.3046
*
```

These are the Mulliken partial charges, in e, on atoms 1 to 8: atom 1 (C): -0.68, atom 2 (C): -0.34, atom 3 (C): -0.26, atom 4 (C): -0.33, atom 5 (C): -0.18, atom 6 (C): -0.54, atom 7 (C): -0.51, atom 8 (N): -0.17

---

The following is a DFT calculation (the ωB97M-V functional and the def2-TZVPD basis) of a molecular structure, C7H15F12HfO17S4.

Properties
Energy above the lowest of the compared OMol25 structures with the same formula, charge and spin ... 26.993 eV
HOMO ... -6.73 eV

```
! RIJCOSX wB97M-V def2-TZVPD def2/J DEFGRID3
* xyz -1 1
Hf 7.6576 -0.3760 15.4954
C 11.8045 4.0119 17.8874
F 10.7270 4.7239 18.3094
F 12.9540 4.7010 17.8803
F 11.9776 2.8826 18.5415
S 11.4757 3.5714 15.9949
O 11.1665 4.8464 15.2703
O 12.6502 2.8281 15.5128
O 10.3053 2.6573 16.0549
C 4.1119 3.7934 11.5082
F 4.4220 2.7499 10.8200
F 4.0084 4.8539 10.7192
F 3.0264 3.7093 12.2006
S 5.5579 4.0874 12.7592
O 4.9722 5.0861 13.7005
O 5.8578 2.7784 13.4389
O 6.7517 4.5536 12.0454
C 9.6215 0.1332 9.0005
F 9.5498 -1.1609 9.1211
F 10.3263 0.5480 7.8712
F 8.3853 0.8024 8.8678
S 10.4415 0.7584 10.6121
O 9.3812 0.4883 11.6283
O 11.7394 0.0802 10.7888
O 10.5727 2.1788 10.3493
C 4.7883 -4.8865 11.1781
F 4.7472 -5.6307 12.2387
F 6.0223 -5.1197 10.6730
F 3.8714 -5.3500 10.4254
S 4.5455 -2.9919 11.6360
O 5.5935 -2.6761 12.6741
O 4.7192 -2.2376 10.3792
O 3.2066 -2.7923 12.2364
C 7.2422 -5.4802 19.4541
C 6.0457 -4.7039 18.8746
C 5.2097 -4.1460 20.0292
O 6.5084 -3.5890 18.1132
H 7.9690 -4.8428 19.9576
H 7.6244 -6.0411 18.6012
H 6.9898 -6.4025 19.9773
H 5.3521 -5.2857 18.2677
H 4.6432 -4.8525 20.6358
H 4.3604 -3.5351 19.7233
H 5.8053 -3.5468 20.7180
O 10.7227 -0.9708 17.7672
H 10.9096 -1.0286 18.7042
H 11.5161 -1.2982 17.3435
O 3.9649 -0.3559 15.7623
H 3.3452 0.3726 15.7229
H 3.4219 -1.1234 15.9421
O 7.0375 1.4408 18.4919
H 6.7537 2.3502 18.5852
H 6.8948 1.0549 19.3561
O 9.9071 -3.0099 14.3115
H 9.6378 -3.8636 13.9726
H 10.8618 -3.0146 14.2427
*
```

These are the Mulliken partial charges, in e, on atoms 1 to 8: atom 1 (Hf): 2.15, atom 2 (C): 0.57, atom 3 (F): -0.20, atom 4 (F): -0.20, atom 5 (F): -0.20, atom 6 (S): 1.08, atom 7 (O): -0.57, atom 8 (O): -0.59

---

The following is a DFT calculation (the ωB97M-V functional and the def2-TZVPD basis) of a molecular structure, C7H15FeN2O3SeSi.

Properties
Energy above the lowest of the compared OMol25 structures with the same formula, charge and spin ... 0.000 eV
HOMO (spin up / spin down) ... -8.88 / -9.00 eV

```
! RIJCOSX wB97M-V def2-TZVPD def2/J DEFGRID3
* xyz 0 2
Fe 0.2733 -2.0572 -0.7898
N -1.7077 -2.5144 -0.8097
C -2.1877 -2.4068 0.5923
C -1.1761 -1.6839 1.4835
O -1.4882 -1.1976 2.5496
N 0.0776 -1.7735 0.9689
C 1.2694 -1.2958 1.6422
C 2.4062 -1.3140 0.6186
O 3.4919 -0.8571 0.8639
O 2.0804 -1.8888 -0.5355
H -2.0537 -1.7279 -1.3580
H -2.0531 -3.3635 -1.2429
H -2.2669 -3.4143 1.0016
H -3.1647 -1.9331 0.6625
H 1.5475 -1.9630 2.4622
H 1.1504 -0.2986 2.0677
C -0.4146 3.0622 -2.0797
Si 0.2375 1.7906 -0.8737
C -0.7574 1.7502 0.7024
C 2.0638 1.9818 -0.5490
Se -0.1177 -0.1615 -2.0646
H -0.2245 4.0695 -1.7007
H -1.4897 2.9472 -2.2225
H 0.0731 2.9696 -3.0511
H -0.6493 2.6847 1.2586
H -0.4363 0.9422 1.3533
H -1.8182 1.6029 0.4924
H 2.2894 2.9679 -0.1351
H 2.6349 1.8538 -1.4690
H 2.4105 1.2281 0.1618
*
```

These are the Mulliken partial charges, in e, on atoms 1 to 8: atom 1 (Fe): -0.01, atom 2 (N): -0.40, atom 3 (C): -0.45, atom 4 (C): 0.52, atom 5 (O): -0.63, atom 6 (N): -0.10, atom 7 (C): -0.15, atom 8 (C): 0.46

---

The following is a DFT calculation (the ωB97M-V functional and the def2-TZVPD basis) of 2 unconnected molecules or ions with the total composition C7H15ISi.

Properties
HOMO (spin up / spin down) ... -8.81 / -8.80 eV

```
! RIJCOSX wB97M-V def2-TZVPD def2/J DEFGRID3
* xyz 0 1
C -1.9130 -1.5127 -0.1351
C -0.5199 -2.0987 -0.1365
C -1.8585 -0.1069 -0.6519
C 0.5068 -1.2899 0.6474
C -0.9034 0.7404 0.1741
C 0.5402 0.0753 0.0116
C 1.6748 0.9224 0.5344
Si 2.3213 2.6037 -0.0843
I 4.2790 -0.5809 -0.0251
H -2.6103 -2.1270 -0.7895
H -2.3842 -1.5965 0.8144
H -0.5666 -3.2482 0.0452
H -0.1833 -2.0947 -1.2343
H -1.3675 -0.1116 -1.6464
H -2.7946 0.5374 -0.5496
H 0.0060 -1.3551 1.6216
H 1.5575 -1.6860 0.8057
H -0.9120 1.7389 -0.3530
H -1.2317 0.7043 1.2477
H 0.8442 -0.0916 -1.0175
H 2.0027 0.8271 1.6214
H 2.3780 2.2051 -1.4515
H 3.6318 2.9757 0.3901
H 1.5946 3.8617 0.1512
*
```

These are the Mulliken partial charges, in e, on atoms 1 to 8: atom 1 (C): -0.69, atom 2 (C): -0.61, atom 3 (C): -0.57, atom 4 (C): -0.66, atom 5 (C): -0.59, atom 6 (C): 0.62, atom 7 (C): -1.25, atom 8 (Si): 0.49

---

The following is a DFT calculation (the ωB97M-V functional and the def2-TZVPD basis) of a molecular structure, C7H15InO7.

Properties
Energy above the lowest of the compared OMol25 structures with the same formula, charge and spin ... 0.000 eV
HOMO ... -16.55 eV

```
! RIJCOSX wB97M-V def2-TZVPD def2/J DEFGRID3
* xyz 2 1
In 2.4723 1.0666 -1.7726
C 2.5936 -3.0433 -2.8564
O 2.3331 -1.8329 -2.6658
H 3.5190 -3.0525 -3.5498
H 3.1264 -3.5247 -1.9759
H 1.8096 -3.6775 -3.2781
C -1.5420 3.5214 1.7999
O -0.5610 2.9393 0.9400
C 0.5681 2.4633 1.3917
O 1.3392 1.8191 0.6962
O 0.7291 2.6359 2.6873
C 1.9052 2.1419 3.3165
H -1.1074 4.1355 2.5903
H -2.0575 2.7306 2.3443
H -2.2135 4.1734 1.2564
H 1.8697 2.4620 4.3505
H 2.7974 2.5561 2.8419
H 2.0423 1.0615 3.2609
C -0.1929 -2.8107 -0.3706
O -1.3223 -1.9420 -0.5694
C -1.1306 -0.7664 -1.1170
O -0.0369 -0.3039 -1.4455
O -2.1925 -0.0875 -1.3249
C -3.4698 -0.7641 -1.3993
H -0.5141 -3.4738 0.4292
H 0.6616 -2.2405 -0.0182
H -0.0251 -3.4129 -1.2606
H -4.2093 0.0248 -1.4656
H -3.6739 -1.4062 -0.5467
H -3.5179 -1.3923 -2.2886
*
```

These are the Mulliken partial charges, in e, on atoms 1 to 8: atom 1 (In): 1.06, atom 2 (C): -0.40, atom 3 (O): -0.02, atom 4 (H): 0.43, atom 5 (H): 0.39, atom 6 (H): 0.34, atom 7 (C): -0.65, atom 8 (O): -0.30

---

The following is a DFT calculation (the ωB97M-V functional and the def2-TZVPD basis) of a gas-phase ion, C7H15N2 (charge +1).

Properties
Energy above the lowest of the compared OMol25 structures with the same formula, charge and spin ... 2.024 eV
HOMO ... -13.45 eV

```
! RIJCOSX wB97M-V def2-TZVPD def2/J DEFGRID3
* xyz 1 1
C 0.6959 -1.6058 -1.2752
C 1.0333 -0.6858 -0.4035
C 2.4192 -0.4642 0.1982
C -0.0710 0.0222 0.4811
C -0.0345 -0.2431 1.9103
C -0.0320 1.5127 0.2088
N -1.4838 -0.4799 0.1134
C -2.3358 -0.1006 -0.8328
N -2.2473 0.7504 -1.8522
H 1.3978 -1.8897 -2.0558
H -0.3665 -1.6540 -1.5877
H 2.4625 -0.0372 1.2568
H 3.0043 0.3639 -0.4296
H 3.0011 -1.2965 0.1666
H -0.1868 -1.2259 2.1077
H -0.7306 0.3892 2.6272
H 0.9771 -0.1538 2.2592
H -0.9546 2.0507 0.5491
H 0.3043 1.7351 -0.8107
H 0.7945 1.8877 0.8569
H -1.8989 -1.2065 0.6482
H -3.0522 -0.7561 -1.1938
H -1.5945 1.4951 -2.0302
H -2.9607 0.7002 -2.5462
*
```

These are the Mulliken partial charges, in e, on atoms 1 to 8: atom 1 (C): -0.88, atom 2 (C): 0.35, atom 3 (C): -1.40, atom 4 (C): 1.80, atom 5 (C): -1.82, atom 6 (C): -1.95, atom 7 (N): -0.14, atom 8 (C): -0.06

---

The following is a DFT calculation (the ωB97M-V functional and the def2-TZVPD basis) of 2 unconnected molecules or ions with the total composition C7H15N2.

Properties
Energy above the lowest of the compared OMol25 structures with the same formula, charge and spin ... 5.866 eV
HOMO ... -12.82 eV

```
! RIJCOSX wB97M-V def2-TZVPD def2/J DEFGRID3
* xyz 1 1
C 0.6008 -1.0404 1.5100
C 1.2637 -1.7296 0.5289
C -0.4033 -1.7011 2.4785
C 0.7958 0.4997 1.6803
C 2.1787 -2.3989 -0.1609
C -1.3846 2.7939 -2.0079
C -0.6694 1.4731 -2.1499
N -0.8793 -0.3276 -0.6191
N -0.7952 0.8782 -0.8977
H -1.2423 -1.0881 2.4006
H 0.0044 -1.5607 3.4196
H -0.5001 -2.7498 2.2842
H 1.0205 1.0244 0.6629
H 1.6890 0.8327 2.2770
H -0.0786 0.8797 2.2255
H 2.8922 -3.0953 0.2535
H -0.6427 -0.7675 0.3196
H 2.1608 -2.5315 -1.3102
H -0.8643 3.3127 -1.2854
H -1.2515 3.3261 -2.9790
H -2.5139 2.7525 -1.9443
H 0.4860 1.6063 -2.3324
H -0.8546 0.7303 -3.0656
H -1.0123 -1.1188 -1.2883
*
```

These are the Mulliken partial charges, in e, on atoms 1 to 8: atom 1 (C): 0.13, atom 2 (C): 0.40, atom 3 (C): -1.25, atom 4 (C): -0.81, atom 5 (C): -0.88, atom 6 (C): -1.10, atom 7 (C): -0.29, atom 8 (N): 0.01